C3H4INO | ωB97M-V with the def2-TZVPD basis set

## Properties
Frontier orbital gap (spin up / spin down), eV: 8.61 / 8.61
Energy above the lowest of the compared OMol25 structures with the same formula, charge and spin, kJ/mol: 444.6
Multiplicity: 1

Structure (XYZ):
```
10
Properties=species:S:1:pos:R:3:forces:R:3
C -0.54730 -0.72720 -0.96022 -0.6 -1.4 0.0
C 0.66077 0.08157 1.24234 0.5 1.0 -1.6
C -0.28065 0.67815 -0.81032 0.5 -1.0 2.8
N -0.13840 -1.65245 -0.10897 -1.1 0.5 -2.2
O 0.30770 -1.21740 1.05896 0.9 0.4 1.5
I -1.57011 2.29911 -0.98009 -0.1 -0.4 -0.2
H -1.22171 -1.22762 -1.72257 1.0 1.0 0.7
H 1.72956 0.43252 0.91826 -2.2 -0.9 0.5
H 0.33136 0.37394 2.26517 0.4 0.1 -0.9
H 0.72877 0.95937 -0.90257 0.8 0.5 -0.6
```
Positions in Å, forces in eV/Å.

How is the electron density shared among the atoms? According to Löwdin, the charges in e are:
1. C -0.26
2. C -0.02
3. C -0.69
4. N 0.02
5. O -0.17
6. I 0.79
7. H 0.13
8. H 0.12
9. H 0.09
10. H -0.01


C23H43BrCl2HgN3O4Si | ωB97M-V with the def2-TZVPD basis set

## Properties
Frontier orbital gap, eV: 6.52
Total charge: -1
Energy above the lowest of the compared OMol25 structures with the same formula, charge and spin, kJ/mol: 17.0
Multiplicity: 1

Structure (XYZ):
```
78
Properties=species:S:1:pos:R:3:forces:R:3
C 2.25818 2.44898 -3.31110 -0.3 0.1 0.2
C 2.78396 1.08553 -3.65401 1.4 -0.5 0.0
H 3.08721 3.15111 -3.12030 -0.4 -0.2 0.0
H 1.58670 2.44078 -2.43712 0.7 -0.2 -0.6
H 1.67338 2.87912 -4.14383 0.2 -0.2 0.1
C 4.02503 0.93076 -4.17057 -1.5 -0.3 0.4
C 5.02869 2.01166 -4.31116 0.7 0.5 -0.4
H 4.34758 -0.04843 -4.52485 -0.1 0.1 0.3
H 5.09028 2.67346 -3.42828 0.0 -0.3 -0.4
H 4.84932 2.65426 -5.19232 0.1 -0.2 0.3
H 5.99994 1.51980 -4.46277 -0.1 0.4 0.1
Hg -1.55369 2.46103 -1.57961 -0.2 0.2 1.3
Cl 0.32309 3.75690 -1.06735 -0.6 0.0 -0.1
C -3.01166 -1.92630 0.18268 0.3 1.3 0.7
O -2.63688 -0.95128 0.82107 -0.7 -1.0 -1.0
N -2.61094 -3.17934 0.48733 -0.1 -0.9 -0.5
C -1.73259 -3.38439 1.62014 0.1 0.2 0.0
C -2.88069 -4.31739 -0.39271 0.0 0.4 0.0
H -3.71507 -1.87160 -0.68049 0.2 0.0 0.2
H -2.01620 -2.71183 2.43372 -0.1 -0.2 -0.1
H -0.67159 -3.16351 1.40701 -0.4 -0.2 0.0
H -1.85347 -4.43315 1.89101 0.2 0.1 0.3
H -3.83620 -4.17595 -0.92769 0.3 0.0 0.3
H -2.93673 -5.21723 0.23336 -0.1 0.1 -0.3
H -2.10061 -4.44749 -1.16440 -0.1 0.0 0.3
H -5.65076 -0.41862 5.92168 0.2 -0.1 0.0
H -7.38215 1.33790 4.60042 0.2 0.1 -0.1
C -4.96172 0.43588 5.89445 -0.3 0.1 -0.2
C -6.52624 2.00911 4.79597 0.3 -0.2 -0.1
N -5.25203 1.29950 4.76242 -0.1 0.0 0.5
H -3.92688 0.08881 5.82038 -0.3 0.0 0.0
C -4.65355 1.00396 3.56001 0.4 -0.7 -0.7
O -4.02348 -0.02872 3.35031 -0.9 1.4 0.5
H -6.52590 2.81530 4.05511 0.0 -0.1 0.1
H -4.77249 1.84453 2.82955 0.1 -0.8 0.1
H -5.11191 1.01373 6.81099 0.1 -0.1 0.0
H -6.68576 2.42439 5.79507 0.1 0.1 -0.1
H -0.35787 4.51657 1.48857 0.0 -0.1 0.1
H 1.92808 3.10653 1.43409 -0.2 0.0 0.2
C -0.19861 4.46592 2.56796 0.1 -0.2 -0.3
C 1.82343 3.00362 2.52344 0.0 0.1 0.0
N 0.44866 3.22478 2.93767 0.7 -0.3 0.4
H -1.17689 4.48038 3.03203 -0.1 0.2 0.0
C -0.15074 2.32613 3.76890 -1.0 0.2 -0.2
O 0.38951 1.36768 4.29420 0.5 -0.1 0.0
H 2.14402 1.99245 2.81000 -0.2 0.4 0.0
H -1.25594 2.47954 3.84413 0.8 0.3 0.2
H 0.40082 5.33561 2.85955 0.1 -0.1 0.3
H 2.49889 3.73780 2.99086 -0.1 -0.1 0.0
O 1.36002 0.04369 -2.02019 0.0 0.1 0.2
C 1.88991 -0.12687 -3.33550 -0.1 0.2 0.1
C 3.71283 -1.76723 -2.73347 0.3 -0.3 -0.5
C 2.60829 -1.45661 -3.53467 -0.1 0.0 0.1
H 3.96743 -1.09402 -1.91620 0.1 -0.2 -0.3
C 4.51285 -2.88236 -3.03657 -0.5 0.5 -0.1
H 1.07500 -0.04245 -4.07552 -0.2 -0.4 0.4
C 2.22239 -2.33517 -4.55274 0.3 0.2 -0.1
H 5.39604 -3.09029 -2.42097 -0.4 0.0 -0.3
C 4.18699 -3.67125 -4.14783 -0.1 -0.2 0.0
C 3.03106 -3.42172 -4.90396 0.1 0.1 0.3
H 1.30205 -2.12317 -5.10088 0.3 0.0 0.0
H 4.82778 -4.51500 -4.40767 -0.1 0.2 0.0
H 2.76812 -4.05284 -5.76928 0.2 0.3 0.6
Si 1.08477 -0.85207 -0.60583 0.5 -0.2 -0.1
Cl -2.37442 2.43185 1.80183 -0.6 0.2 -1.1
C 2.69914 -1.28238 0.31871 0.1 -0.1 -0.2
C 0.24606 -2.43011 -1.20995 -0.1 -0.3 0.1
C 0.04746 0.21136 0.52752 0.3 0.0 -1.0
H 3.35541 -1.99388 -0.22087 -0.4 0.3 0.5
H 2.43197 -1.72075 1.29947 0.1 0.2 -0.4
H 3.26886 -0.35538 0.52093 -0.2 -0.4 -0.1
H 0.39874 1.24616 0.39290 -0.1 -0.2 0.3
H 0.00490 -0.04181 1.59221 0.1 0.0 -0.2
H -0.97353 0.13631 0.14834 -0.1 0.3 0.2
H 0.77900 -2.90498 -2.04331 0.0 0.2 0.1
H -0.76393 -2.18810 -1.56529 0.1 0.0 0.1
H 0.14643 -3.19967 -0.43247 0.0 0.3 -0.1
Br -3.72916 1.43047 -1.82428 0.2 -0.1 -0.4
```
Positions in Å, forces in eV/Å.

How is the electron density shared among the atoms? According to Löwdin, the charges in e are:
1. C -0.09
2. C -0.21
3. H 0.07
4. H -0.06
5. H 0.09
6. C -0.12
7. C -0.12
8. H 0.10
9. H 0.08
10. H 0.08
11. H 0.07
12. Hg 0.52
13. Cl -0.07
14. C -0.34
15. O -0.03
16. N -0.20
17. C -0.04
18. C -0.07
19. H 0.13
20. H 0.10
21. H 0.07
22. H 0.08
23. H 0.08
24. H 0.08
25. H 0.08
26. H 0.08
27. H 0.08
28. C -0.07
29. C -0.08
30. N -0.22
31. H 0.09
32. C -0.38
33. O -0.01
34. H 0.08
35. H 0.08
36. H 0.08
37. H 0.07
38. H 0.00
39. H 0.05
40. C -0.16
41. C -0.07
42. N -0.21
43. H 0.04
44. C -0.43
45. O -0.04
46. H 0.08
47. H 0.04
48. H 0.08
49. H 0.08
50. O -0.20
51. C -0.27
52. C -0.06
53. C -0.21
54. H 0.11
55. C -0.07
56. H 0.15
57. C -0.04
58. H 0.11
59. C -0.10
60. C -0.09
61. H 0.11
62. H 0.09
63. H 0.10
64. Si 0.46
65. Cl -0.14
66. C -0.17
67. C -0.14
68. C -0.19
69. H 0.01
70. H 0.03
71. H 0.04
72. H -0.01
73. H 0.05
74. H -0.03
75. H 0.02
76. H 0.03
77. H 0.01
78. Br -0.17


C2H12N4 | ωB97M-V with the def2-TZVPD basis set

## Properties
Frontier orbital gap, eV: 9.48
Energy above the lowest of the compared OMol25 structures with the same formula, charge and spin, kJ/mol: 179.8
SMILES: CCN.NNN
Multiplicity: 1

Structure (XYZ):
```
18
Properties=species:S:1:pos:R:3:forces:R:3
C 1.50690 -0.47971 0.38099 0.1 0.1 0.1
C 1.79188 0.99794 0.14659 -0.1 -0.3 0.1
N 0.97284 -1.08442 -0.84013 0.3 -0.2 -0.1
H 0.81208 -2.07614 -0.69602 0.0 0.1 -0.1
H 1.64913 -1.00022 -1.59324 0.0 0.0 0.0
H 2.42364 -0.97609 0.73697 -0.1 0.1 0.0
H 0.74823 -0.59901 1.15909 0.0 0.0 0.0
H 2.59892 1.12188 -0.57474 0.0 0.1 -0.1
H 0.90501 1.49531 -0.24067 -0.1 0.1 0.0
H 2.08543 1.47973 1.07693 0.1 0.1 0.0
N -2.06540 -0.40442 0.55468 0.2 0.0 -1.0
N -1.87117 -0.11156 -0.89430 -0.1 -0.8 0.3
N -2.00910 0.89490 1.13120 -0.9 1.3 -2.0
H -3.04283 -0.69194 0.62935 0.3 0.1 0.0
H -2.25575 1.45085 0.19881 0.7 -0.4 2.7
H -1.02643 1.08554 1.31774 -0.1 0.0 -0.1
H -0.86709 -0.27265 -1.06431 -0.4 -0.1 0.1
H -2.35631 -0.82997 -1.42894 0.0 -0.1 0.1
```
Positions in Å, forces in eV/Å.

How is the electron density shared among the atoms? According to Löwdin, the charges in e are:
1. C -0.35
2. C -0.11
3. N -0.03
4. H 0.08
5. H 0.08
6. H 0.10
7. H 0.09
8. H 0.07
9. H 0.06
10. H 0.07
11. N -0.21
12. N -0.05
13. N -0.08
14. H 0.08
15. H 0.10
16. H 0.02
17. H 0.02
18. H 0.06


C19H25NO | ωB97M-V with the def2-TZVPD basis set

## Properties
Frontier orbital gap, eV: 8.66
Energy above the lowest of the compared OMol25 structures with the same formula, charge and spin, kJ/mol: 33.8
SMILES: COc1ccc(CC[C@H](C)NCCc2ccccc2)cc1
Multiplicity: 1

Structure (XYZ):
```
46
Properties=species:S:1:pos:R:3:forces:R:3
C 2.79091 2.55713 -1.93062 -0.1 0.2 -0.1
H 1.85521 2.39296 -2.47480 0.0 0.0 0.0
O 2.99407 1.56897 -0.95335 0.0 -0.2 0.3
C 2.04637 1.41199 0.01516 0.1 -0.1 0.1
C 2.25304 0.36142 0.90663 0.1 0.2 -0.2
C 1.34945 0.11330 1.91672 0.0 0.1 0.0
C 0.22506 0.91105 2.08910 0.1 0.2 0.1
C 0.04636 1.97489 1.21718 0.0 -0.1 0.2
C 0.93013 2.22169 0.18069 0.2 0.1 -0.3
H 0.74273 3.05325 -0.48124 0.0 0.1 -0.1
H -0.79963 2.63679 1.34525 -0.1 0.1 0.0
C -0.74140 0.65039 3.21065 -0.2 0.1 -0.1
H -0.39189 -0.20002 3.79643 0.0 0.0 0.1
H -0.75670 1.52128 3.87446 0.0 -0.1 0.1
C -2.18440 0.39472 2.75779 0.1 -0.2 -0.1
H -2.57555 1.29439 2.27528 -0.1 0.0 0.0
H -2.79202 0.21563 3.64858 -0.1 0.0 0.0
C -2.38365 -0.78816 1.80128 -0.2 -0.1 0.2
N -1.76687 -0.51740 0.51429 -0.2 0.2 -0.1
H -1.80083 0.47665 0.31622 0.0 -0.1 0.0
C -2.33976 -1.23809 -0.60164 -0.2 0.1 -0.2
H -2.10669 -2.30145 -0.49556 0.0 0.0 0.0
C -1.78820 -0.71327 -1.92316 -0.1 -0.2 0.2
C -0.29807 -0.84428 -2.11188 0.0 0.0 -0.1
C 0.51672 -1.57083 -1.25754 -0.1 -0.1 -0.1
C 1.87151 -1.69562 -1.51571 0.1 -0.1 -0.1
C 2.43602 -1.08794 -2.62152 0.1 -0.1 0.0
C 1.63375 -0.34830 -3.47356 0.0 0.0 -0.1
C 0.28037 -0.23111 -3.21936 0.0 0.0 0.0
H -0.34335 0.34278 -3.89270 -0.1 0.1 -0.1
H 2.06327 0.13565 -4.33967 0.0 0.0 -0.1
H 3.49364 -1.18297 -2.81722 0.1 0.0 0.0
H 2.48949 -2.27517 -0.84562 0.1 0.0 0.1
H 0.10118 -2.02829 -0.37609 -0.1 0.0 0.1
H -2.28585 -1.24735 -2.73969 0.0 0.1 0.0
H -2.05825 0.34346 -2.02214 -0.1 0.0 0.0
H -3.44542 -1.14917 -0.62575 0.2 -0.1 0.0
C -1.81890 -2.08892 2.37511 -0.2 0.2 -0.1
H -0.73444 -2.06112 2.33994 0.2 0.0 0.0
H -2.14637 -2.22379 3.40306 0.0 -0.1 0.1
H -2.16037 -2.94077 1.79271 0.0 -0.1 0.0
H -3.48192 -0.91536 1.68435 0.2 0.0 0.0
H 1.52829 -0.71145 2.59200 0.0 -0.1 0.1
H 3.13414 -0.24724 0.78227 0.1 -0.1 0.0
H 3.62834 2.46694 -2.62086 -0.1 0.0 0.0
H 2.79049 3.56273 -1.49546 0.0 0.0 0.0
```
Positions in Å, forces in eV/Å.

How is the electron density shared among the atoms? According to Löwdin, the charges in e are:
1. C -0.10
2. H 0.08
3. O -0.09
4. C -0.28
5. C -0.01
6. C -0.04
7. C -0.25
8. C -0.06
9. C -0.01
10. H 0.10
11. H 0.11
12. C -0.15
13. H 0.11
14. H 0.12
15. C -0.16
16. H 0.11
17. H 0.11
18. C -0.40
19. N -0.04
20. H 0.10
21. C -0.24
22. H 0.11
23. C -0.14
24. C -0.22
25. C -0.04
26. C -0.09
27. C -0.10
28. C -0.10
29. C -0.06
30. H 0.11
31. H 0.10
32. H 0.10
33. H 0.10
34. H 0.10
35. H 0.12
36. H 0.12
37. H 0.12
38. C -0.05
39. H 0.07
40. H 0.08
41. H 0.07
42. H 0.13
43. H 0.11
44. H 0.12
45. H 0.09
46. H 0.09


C17H24N6O3 | ωB97M-V with the def2-TZVPD basis set

## Properties
Frontier orbital gap, eV: 8.62
Energy above the lowest of the compared OMol25 structures with the same formula, charge and spin, kJ/mol: 54.1
SMILES: [H]/N=C(\N)NCCC[C@H](NC(=O)[C@@H](N)Cc1c[nH]c2ccccc12)C(=O)O
Multiplicity: 1

Structure (XYZ):
```
50
Properties=species:S:1:pos:R:3:forces:R:3
C 1.08069 0.79209 -2.70726 0.4 -2.2 -0.8
C -0.24495 1.16917 -2.05656 -0.6 0.3 0.5
C 1.73888 -0.55620 -2.24767 -0.1 -0.5 0.4
C 2.15173 -0.77711 -0.80059 0.2 1.1 0.3
C 2.62549 -1.96876 -0.33881 0.0 -0.2 -0.3
C 2.21771 0.14936 0.33264 0.4 -0.2 0.5
C 2.74850 -0.60571 1.43444 -0.8 0.2 -1.3
C 1.92541 1.51655 0.57302 0.3 -0.7 0.6
C 2.87512 -0.07392 2.69941 0.8 -0.9 1.1
C 2.11685 2.02027 1.86700 -0.8 0.6 -1.3
C 2.57248 1.23725 2.91503 0.2 0.5 0.2
C -2.33755 0.43846 -0.96779 -0.2 -0.6 -0.9
C -3.37706 0.81989 -2.10780 0.2 0.3 1.9
C -2.39551 1.41977 0.20930 -0.6 -0.1 -0.3
C -2.67695 0.76008 1.56373 0.0 0.2 0.7
C -1.44551 0.12719 2.22667 0.3 0.3 0.1
C -1.50878 -2.20130 1.41062 1.3 -0.4 -0.3
H 2.72924 1.79157 -3.40221 -0.2 -0.2 0.4
H 1.49551 2.72809 -2.95117 0.1 -0.1 0.3
H 0.74685 0.47680 -3.75145 0.2 0.7 0.8
H 2.60676 -0.83763 -2.89419 -0.6 0.7 0.3
H 1.02625 -1.38192 -2.39812 -0.1 0.4 -0.6
H 2.75851 -2.90773 -0.87887 0.0 0.4 0.2
H 3.38105 -2.63310 1.49680 0.1 -0.2 0.3
H 1.62619 2.13605 -0.25586 -0.2 0.2 0.1
H 3.26083 -0.68013 3.52203 -0.1 0.1 -0.2
H 1.83976 3.05526 2.06531 0.2 -0.1 -0.1
H 2.77505 1.70724 3.87560 -0.3 -0.2 -0.1
H -0.52636 -0.60430 -0.99479 0.3 0.0 -0.1
H -2.64342 -0.61319 -0.76223 -0.4 0.8 0.6
H -1.45721 1.98467 0.21146 -0.1 -0.2 0.2
H -3.17522 2.16114 -0.03661 0.2 -0.4 0.3
H -3.46324 -0.01599 1.52469 0.2 0.5 -0.2
H -3.02156 1.56969 2.23562 0.0 -0.5 -0.1
H -1.64143 -0.20336 3.27006 -0.2 0.1 -0.6
H -0.63848 0.89064 2.30275 -0.4 -0.5 -0.2
H 0.13533 -1.00498 1.54939 -0.7 -0.4 -0.3
H -2.85645 -3.45325 1.74890 -0.2 0.3 -0.2
H -1.08129 -3.99584 0.59396 0.2 0.2 0.1
H 0.03002 -2.78550 0.21113 -0.3 -0.3 0.6
H -3.69579 0.66170 -3.89503 0.3 0.0 0.0
N 2.01933 1.89347 -2.67315 -0.2 0.6 -0.7
N 2.98937 -1.87717 0.97875 -0.1 0.0 0.0
N -0.97000 0.18100 -1.43525 -0.1 1.1 -1.0
N -0.88573 -0.98868 1.44169 0.4 1.6 0.6
N -2.68738 -2.44736 1.78149 -0.9 0.0 0.7
N -0.62237 -3.15003 0.91800 0.7 -0.8 -0.9
O -0.69395 2.30721 -2.19177 0.4 -0.9 0.0
O -4.48890 1.26727 -1.91021 1.1 -0.4 0.1
O -2.93783 0.50129 -3.30210 -0.1 -0.3 -1.3
```
Positions in Å, forces in eV/Å.

How is the electron density shared among the atoms? According to Löwdin, the charges in e are:
1. C -0.31
2. C -0.44
3. C -0.10
4. C -0.18
5. C -0.09
6. C -0.11
7. C -0.23
8. C -0.01
9. C -0.05
10. C -0.10
11. C -0.11
12. C -0.18
13. C -0.48
14. C -0.13
15. C -0.18
16. C -0.18
17. C -0.61
18. H 0.09
19. H 0.08
20. H 0.16
21. H 0.13
22. H 0.11
23. H 0.13
24. H 0.15
25. H 0.09
26. H 0.12
27. H 0.10
28. H 0.11
29. H 0.10
30. H 0.16
31. H 0.11
32. H 0.12
33. H 0.10
34. H 0.11
35. H 0.12
36. H 0.11
37. H 0.12
38. H 0.05
39. H 0.09
40. H 0.07
41. H 0.14
42. N 0.06
43. N 0.08
44. N 0.11
45. N 0.03
46. N 0.13
47. N 0.11
48. O 0.07
49. O 0.10
50. O 0.13